# 1
C24H63N18O14S | ωB97M-V with the def2-TZVPD basis set

Properties
- E_LUMO: -0.075 hartree
- Total charge: +1

Last column: Löwdin charge in e.
Geometry (Å):
1 C 1.193 2.423 -2.062  -0.0499
2 C 1.196 0.922 -2.311  -0.1581
3 N 1.060 0.242 -1.037  -0.0448
4 C 2.125 -0.319 -0.359  0.0096
5 C 1.582 -0.954 0.787  -0.0033
6 N 0.201 -0.778 0.782  -0.0270
7 C -0.080 -0.270 -0.451  0.0037
8 C -0.777 -1.269 1.839  0.0482
9 H 1.011 2.914 -3.018  0.0860
10 H 2.175 2.760 -1.730  0.0677
11 H 0.452 2.708 -1.315  0.0747
12 H 2.046 0.541 -2.877  0.1331
13 H 0.330 0.606 -2.892  0.1139
14 H 3.143 -0.249 -0.715  0.1097
15 H 2.045 -1.499 1.596  0.0886
16 H -1.033 -0.119 -0.935  0.1350
17 H -1.616 -0.577 1.917  0.0666
18 H -0.380 -1.214 2.853  0.0951
19 H -1.187 -2.184 1.413  0.0667
20 C 6.092 2.382 -0.675  -0.8052
21 O 5.449 2.763 -1.568  0.0816
22 N 5.970 1.242 -0.006  0.1660
23 N 7.115 3.056 -0.161  0.1486
24 H 5.144 0.741 -0.299  0.0751
25 H 6.474 1.195 0.868  0.1071
26 H 7.638 2.685 0.619  0.1042
27 H 7.021 4.041 -0.362  0.1144
28 C 5.059 -2.514 1.119  -0.8482
29 O 4.830 -1.368 0.845  0.0601
30 N 4.365 -3.225 1.874  0.1871
31 N 6.125 -3.169 0.949  0.1698
32 H 4.618 -4.189 2.037  0.1290
33 H 3.455 -2.880 2.144  0.0657
34 H 6.298 -4.065 1.381  0.1209
35 H 6.947 -2.584 0.898  0.1321
36 C -3.838 0.066 0.045  -0.7681
37 O -3.441 0.842 -0.775  0.0345
38 N -4.592 0.380 1.025  0.1867
39 N -3.395 -1.208 0.134  0.1702
40 H -5.001 1.295 1.152  0.1399
41 H -5.170 -0.404 1.292  0.1254
42 H -3.007 -1.480 -0.759  0.0252
43 H -3.819 -1.815 0.820  0.1004
44 C 1.257 -4.065 -0.416  -0.7606
45 O 1.009 -4.666 0.581  0.0185
46 N 0.383 -3.441 -1.211  0.2122
47 N 2.462 -3.987 -0.822  0.2042
48 H 0.596 -3.366 -2.195  0.1200
49 H -0.614 -3.500 -1.060  0.0771
50 H 2.668 -3.652 -1.752  0.1316
51 H 3.077 -4.585 -0.288  0.1295
52 C -2.608 -5.047 -0.019  -0.7639
53 O -2.111 -5.448 -1.078  -0.0023
54 N -1.882 -4.906 1.058  0.1961
55 N -3.857 -4.864 0.176  0.1913
56 H -2.422 -4.561 1.838  0.1119
57 H -0.891 -5.092 1.108  0.0868
58 H -4.090 -4.278 0.965  0.1119
59 H -4.472 -5.350 -0.461  0.1424
60 C -2.854 -2.684 -3.260  -0.6552
61 O -2.588 -2.042 -2.208  -0.0458
62 N -2.744 -3.939 -3.357  0.2059
63 N -3.301 -1.994 -4.363  0.1803
64 H -2.931 -4.357 -4.258  0.1297
65 H -2.538 -4.570 -2.595  0.0632
66 H -3.279 -2.345 -5.309  0.1102
67 H -3.340 -0.997 -4.203  0.0603
68 C 1.888 -3.564 4.015  -0.7409
69 O 2.266 -2.465 3.661  0.0197
70 N 1.630 -3.946 5.237  0.1619
71 N 1.366 -4.498 3.230  0.1683
72 H 1.440 -4.911 5.466  0.1153
73 H 2.153 -3.448 5.943  0.1214
74 H 1.252 -4.362 2.236  0.0393
75 H 1.471 -5.440 3.579  0.1133
76 C -1.834 3.443 0.682  -0.8355
77 O -1.314 4.449 1.125  0.0526
78 N -1.980 3.228 -0.591  0.1775
79 N -2.374 2.532 1.330  0.1962
80 H -1.766 4.028 -1.169  0.1158
81 H -2.500 2.433 -0.936  0.0471
82 H -2.406 2.864 2.283  0.1216
83 H -2.916 1.781 0.926  0.0617
84 C 3.312 6.586 -1.790  -0.1383
85 C 2.900 5.268 -2.395  -0.2507
86 O 1.594 5.144 -2.010  -0.2577
87 S 0.736 6.539 -2.007  0.7763
88 O -0.352 6.508 -0.995  -0.2412
89 O 0.359 6.686 -3.425  -0.2660
90 O 2.115 7.404 -1.613  -0.1924
91 H 4.068 7.030 -2.438  0.1403
92 H 3.651 6.183 -0.836  0.1329
93 H 3.466 4.477 -1.901  0.1069
94 H 3.072 5.185 -3.468  0.1397
95 C -3.131 3.178 -4.144  -0.1472
96 C -4.321 2.680 -4.955  -0.1611
97 C -4.393 1.237 -4.603  -0.1944
98 O -3.001 0.901 -4.557  -0.1781
99 C -2.297 1.953 -3.871  -0.1936
100 H -3.479 3.532 -3.173  0.1103
101 H -2.530 3.891 -4.708  0.1199
102 H -4.219 2.859 -6.025  0.1200
103 H -5.258 3.181 -4.711  0.1174
104 H -4.809 0.594 -5.380  0.1285
105 H -4.768 0.973 -3.614  0.1253
106 H -1.233 2.140 -4.014  0.1094
107 H -2.278 1.788 -2.794  0.0721
108 C -0.699 1.669 4.935  -0.1631
109 C -0.200 0.752 5.965  -0.2076
110 C -1.249 -0.329 6.272  -0.1493
111 O -2.171 -0.164 5.128  -0.2017
112 C -2.213 1.259 4.777  -0.1467
113 H -0.220 1.495 3.971  0.1058
114 H -0.623 2.700 5.281  0.1175
115 H 0.249 1.089 6.900  0.1155
116 H 0.671 0.258 5.536  0.1007
117 H -1.737 -0.166 7.233  0.1135
118 H -0.773 -1.306 6.193  0.1076
119 H -2.869 1.684 5.537  0.1209
120 H -2.499 1.281 3.725  0.0805


# 2
C24H63N3O9 | ωB97M-V with the def2-TZVPD basis set

Properties
- Multiplicity: 2
- E_LUMO (alpha / beta): -0.099 / -0.272 hartree
- Total charge: +1
- ⟨S²⟩: 0.755
- Energy above the lowest of the compared OMol25 structures with the same formula, charge and spin: 88.8 kJ/mol

Last column: Löwdin charge in e.
Geometry (Å):
1 C -8.181 -3.659 4.471  -0.1218
2 O -7.023 -4.469 4.384  -0.1997
3 C -7.099 -5.709 3.675  -0.1933
4 C -5.686 -6.388 3.685  -0.2176
5 N -4.982 -5.853 2.539  -0.0677
6 C -3.681 -6.511 2.413  -0.1817
7 C -2.773 -5.859 1.273  -0.1842
8 O -2.635 -4.504 1.641  -0.2271
9 C -1.516 -3.813 1.152  -0.1211
10 H -9.094 -4.121 4.848  0.0804
11 H -8.522 -3.188 3.549  0.0788
12 H -7.907 -2.898 5.201  0.0858
13 H -7.451 -5.555 2.655  0.1194
14 H -7.738 -6.399 4.226  0.1121
15 H -5.810 -7.467 3.594  0.1115
16 H -5.214 -6.320 4.665  0.1193
17 H -4.844 -4.880 2.773  0.1036
18 H -3.926 -7.559 2.245  0.1142
19 H -3.029 -6.439 3.284  0.1122
20 H -3.163 -5.735 0.263  0.1207
21 H -1.799 -6.346 1.310  0.1132
22 H -1.616 -2.758 1.407  0.0698
23 H -1.335 -3.970 0.088  0.0911
24 H -0.658 -4.032 1.787  0.0878
25 C -2.577 0.206 0.302  -0.0919
26 O -2.182 1.015 -0.772  -0.2026
27 C -1.770 2.351 -0.427  -0.1666
28 C -1.392 3.118 -1.708  -0.1097
29 N -2.523 3.527 -2.465  0.1924
30 C -2.229 4.392 -3.647  -0.0643
31 C -1.610 5.784 -3.370  -0.1791
32 O -2.486 6.773 -3.884  -0.1911
33 C -2.003 8.069 -3.948  -0.0971
34 H -1.714 0.179 0.967  0.0843
35 H -2.775 -0.813 -0.033  0.0965
36 H -3.436 0.674 0.783  0.0986
37 H -0.852 2.174 0.134  0.1272
38 H -2.417 2.957 0.207  0.1355
39 H -0.850 2.428 -2.356  0.1618
40 H -0.736 3.970 -1.530  0.1496
41 H -3.455 3.152 -2.367  0.1844
42 H -3.229 4.482 -4.071  0.1377
43 H -1.652 3.860 -4.404  0.1505
44 H -0.612 5.913 -3.789  0.1377
45 H -1.599 5.880 -2.284  0.1210
46 H -1.569 8.261 -2.967  0.0914
47 H -2.897 8.694 -3.961  0.1047
48 H -1.288 8.249 -4.751  0.1010
49 C 8.638 4.523 4.958  -0.1117
50 O 7.289 4.209 5.326  -0.1995
51 C 6.738 3.024 4.676  -0.1859
52 C 5.184 3.021 4.648  -0.2016
53 N 4.590 2.765 5.953  -0.0853
54 C 3.123 2.599 6.038  -0.1570
55 C 2.462 1.405 5.267  -0.2173
56 O 1.931 1.783 4.042  -0.2119
57 C 1.928 0.764 3.102  -0.1254
58 H 9.398 3.758 5.121  0.0866
59 H 8.971 5.506 5.290  0.0844
60 H 8.618 4.770 3.896  0.0757
61 H 7.341 2.146 4.908  0.1213
62 H 6.895 3.082 3.599  0.1007
63 H 4.775 2.266 3.977  0.1047
64 H 4.852 3.960 4.206  0.1153
65 H 5.058 3.330 6.646  0.1077
66 H 2.746 3.512 5.576  0.1044
67 H 2.838 2.682 7.087  0.1132
68 H 1.706 0.863 5.835  0.1232
69 H 3.245 0.718 4.945  0.1087
70 H 1.124 0.964 2.394  0.0735
71 H 1.819 -0.177 3.641  0.0890
72 H 2.890 0.734 2.591  0.0870
73 C 0.590 -1.310 -0.850  -0.0595
74 C 0.967 -1.016 -2.319  -0.2776
75 O 0.454 -2.105 -3.117  -0.0790
76 H 1.052 -2.126 -0.295  0.0801
77 H -0.489 -1.462 -0.892  0.0516
78 H 0.716 -0.478 -0.158  0.0531
79 H 2.000 -0.862 -2.630  0.0803
80 H 0.668 -0.067 -2.763  0.0891
81 H 1.078 -2.260 -3.830  0.0527
82 C 0.794 -0.864 -8.859  -0.0740
83 C 0.242 -1.593 -7.651  -0.3319
84 O 1.184 -2.201 -6.815  -0.0717
85 H 1.211 -1.565 -9.582  0.0775
86 H 1.463 -0.101 -8.461  0.0761
87 H 0.025 -0.307 -9.394  0.0758
88 H -0.643 -2.213 -7.790  0.1184
89 H -0.281 -0.825 -7.082  0.1041
90 H 1.214 -3.143 -6.997  0.1101
91 C 4.733 -0.674 -3.759  -0.0698
92 C 3.867 -0.839 -5.048  -0.3252
93 O 3.334 -2.137 -5.080  -0.0826
94 H 5.216 0.284 -3.569  0.0687
95 H 5.529 -1.418 -3.770  0.0708
96 H 4.178 -0.926 -2.855  0.0522
97 H 4.325 -0.835 -6.037  0.1112
98 H 3.239 0.051 -5.101  0.0974
99 H 2.707 -2.077 -5.805  0.0249


E list, top to bottom, in hartree: -3389.28130 -1793.03550